The following is a DFT calculation (the ωB97M-V functional and the def2-TZVPD basis) of a 10-piece molecular cluster, C24H68O9S9 overall.

```
110
Properties=species:S:1:pos:R:3:mulliken_charge:R:1
C -13.14 16.31 -33.17 -1.225
S -11.98 16.53 -31.80 0.776
O -10.81 17.34 -32.32 -0.577
C -13.05 17.69 -30.87 -0.834
H -13.87 15.56 -32.87 0.408
H -12.51 15.84 -33.93 0.378
H -13.54 17.25 -33.53 0.339
H -14.10 17.42 -31.04 0.549
H -12.85 18.69 -31.26 0.293
H -12.87 17.78 -29.80 -0.016
C -7.68 25.02 -29.50 -1.025
S -6.29 24.13 -30.29 0.565
O -5.42 25.28 -30.69 -0.668
C -5.53 23.43 -28.79 -0.824
H -8.49 24.39 -29.14 0.329
H -8.06 25.71 -30.25 0.311
H -7.30 25.66 -28.70 0.391
H -6.01 22.48 -28.56 0.170
H -5.46 24.04 -27.89 0.366
H -4.52 23.13 -29.06 0.331
C -13.25 20.47 -27.38 -0.907
S -14.15 20.78 -28.93 0.602
O -15.56 20.24 -28.78 -0.690
C -14.34 22.57 -28.65 -1.074
H -13.76 20.96 -26.55 0.443
H -12.23 20.86 -27.34 0.318
H -13.19 19.39 -27.25 0.213
H -15.06 22.76 -27.85 0.366
H -14.71 23.01 -29.57 0.348
H -13.34 22.96 -28.47 0.301
C 0.47 20.58 -31.34 -0.620
S 0.15 20.42 -29.52 0.408
O -0.53 21.67 -29.05 -0.603
C -1.10 19.10 -29.63 -0.347
H 1.12 19.79 -31.70 0.364
H 0.91 21.56 -31.44 0.393
H -0.57 20.58 -31.67 -0.097
H -0.75 18.34 -30.34 0.328
H -2.06 19.38 -30.05 -0.174
H -1.18 18.63 -28.65 0.383
C -6.95 15.25 -34.13 -0.878
S -7.58 14.05 -32.92 0.338
O -6.62 13.83 -31.77 -0.534
C -8.92 15.06 -32.27 -0.688
H -6.67 14.70 -35.03 0.378
H -6.01 15.64 -33.73 0.216
H -7.65 16.02 -34.45 0.330
H -8.48 15.73 -31.53 -0.035
H -9.71 14.47 -31.81 0.432
H -9.31 15.44 -33.22 0.397
C -7.34 17.94 -25.19 -1.290
S -7.30 17.84 -27.00 0.973
O -6.01 18.60 -27.26 -0.704
C -8.64 18.99 -27.46 -0.134
H -6.38 17.52 -24.87 0.405
H -8.07 17.21 -24.85 0.354
H -7.36 18.91 -24.69 0.369
H -8.41 19.60 -28.33 -0.112
H -9.17 19.50 -26.65 0.410
H -9.50 18.41 -27.84 -0.439
C -5.83 15.10 -29.33 -0.754
S -5.84 13.40 -28.70 0.533
O -4.49 13.24 -28.04 -0.670
C -7.03 13.78 -27.39 -0.467
H -5.09 15.35 -30.08 0.483
H -5.59 15.73 -28.47 0.367
H -6.77 15.43 -29.76 0.023
H -6.60 14.43 -26.63 0.255
H -7.38 12.79 -27.11 0.440
H -7.95 14.24 -27.78 -0.119
C -9.90 16.48 -28.77 0.253
S -11.50 16.27 -27.89 0.565
O -11.50 17.30 -26.79 -0.659
C -11.02 14.70 -27.05 -1.069
H -9.50 15.52 -29.07 0.359
H -9.16 16.88 -28.08 -0.705
H -10.09 17.14 -29.62 0.102
H -11.92 14.30 -26.58 0.409
H -10.21 14.74 -26.32 0.263
H -10.82 13.95 -27.82 0.380
C -3.34 19.26 -35.29 -1.100
S -3.23 20.19 -33.73 0.699
O -2.55 19.34 -32.70 -0.568
C -1.90 21.30 -34.25 -1.215
H -3.54 19.95 -36.11 0.435
H -4.15 18.55 -35.23 0.255
H -2.35 18.84 -35.49 0.348
H -2.25 21.79 -35.17 0.445
H -0.99 20.74 -34.49 0.357
H -1.63 21.98 -33.45 0.352
C -10.40 20.74 -30.37 -0.165
C -9.40 21.82 -30.71 -0.156
C -8.26 21.23 -31.54 -1.109
C -7.25 20.30 -30.84 1.160
C -6.31 19.59 -31.81 -0.639
C -5.05 19.14 -31.05 -1.389
H -9.94 20.02 -29.69 -0.156
H -10.79 20.17 -31.21 0.215
H -11.30 21.03 -29.82 -0.074
H -9.84 22.69 -31.21 0.358
H -8.94 22.28 -29.83 -0.017
H -7.67 22.03 -31.99 0.479
H -8.66 20.67 -32.39 0.382
H -6.70 20.86 -30.08 -0.284
H -7.79 19.47 -30.37 -0.029
H -6.75 18.73 -32.31 0.163
H -6.03 20.27 -32.62 0.363
H -4.30 19.86 -30.72 0.161
H -5.47 18.79 -30.10 0.465
H -4.52 18.29 -31.48 0.496
```

Values from the calculation:
- total energy (eV) = -141925.646
- LUMO (eV) = -0.03
- HOMO (eV) = -8.291


The following is a DFT calculation (the ωB97M-V functional and the def2-TZVPD basis) of C35H51As3NOPRbS3Sb as an isolated structure.

```
97
Properties=species:S:1:pos:R:3:mulliken_charge:R:1
Rb -1.37 -0.16 1.30 0.853
C 1.69 1.81 3.99 -1.121
As 1.75 0.51 2.54 0.991
C 2.03 -1.07 3.66 -1.105
C 3.63 0.97 2.12 -1.524
C 4.43 0.36 0.97 3.559
C 4.53 -1.17 1.06 -1.437
C 3.89 0.79 -0.42 -2.044
As 2.45 -0.03 -1.54 0.218
C 1.65 -1.50 -0.50 1.141
C 1.06 1.33 -1.24 -0.296
C 5.86 0.96 0.99 -2.173
As 7.12 1.06 2.52 0.304
C 6.41 2.58 3.54 -0.994
C 6.62 -0.35 3.80 -0.974
H 2.54 1.67 4.66 0.336
H 0.77 1.68 4.56 0.084
H 1.72 2.82 3.58 0.364
H 2.94 -0.96 4.25 0.295
H 2.10 -1.98 3.06 0.315
H 1.16 -1.17 4.31 0.363
H 4.14 0.77 3.06 -0.502
H 3.61 2.05 2.00 0.558
H 3.56 -1.64 1.13 0.071
H 5.10 -1.47 1.94 0.242
H 5.04 -1.57 0.18 0.392
H 4.73 0.74 -1.11 0.492
H 3.62 1.85 -0.38 0.428
H 2.27 -2.39 -0.59 0.538
H 0.70 -1.71 -0.97 -1.205
H 1.50 -1.26 0.55 -0.447
H 1.33 2.22 -1.81 0.595
H 0.98 1.59 -0.19 0.047
H 0.08 0.99 -1.60 -0.220
H 5.81 2.02 0.69 0.550
H 6.45 0.47 0.22 0.537
H 6.30 3.44 2.87 0.316
H 7.13 2.84 4.31 0.414
H 5.45 2.37 4.01 0.173
H 6.89 -1.33 3.40 0.329
H 5.57 -0.35 4.07 0.127
H 7.22 -0.17 4.69 0.413
S -1.27 0.35 5.89 -0.417
Sb -2.87 -1.18 4.79 0.424
S -2.16 1.13 4.14 -0.149
S -1.56 -2.51 3.50 -0.589
C -3.81 3.12 0.73 -1.269
C -2.51 3.75 0.25 0.166
C -1.35 3.42 1.17 -0.708
C -2.19 3.37 -1.20 0.162
C -3.04 4.15 -2.21 -0.763
O -3.49 3.17 -3.14 -0.477
C -3.15 1.92 -2.60 0.146
N -2.44 1.97 -1.49 -0.065
C -3.62 0.81 -3.34 0.137
C -4.41 1.08 -4.51 -1.034
C -4.91 0.10 -5.31 -0.577
C -4.67 -1.27 -4.99 -1.002
C -3.92 -1.57 -3.87 -0.241
C -3.38 -0.59 -3.01 0.192
P -2.34 -1.16 -1.64 1.149
C -3.39 -2.41 -0.77 0.359
C -4.78 -2.45 -0.91 -0.692
C -5.54 -3.35 -0.18 -0.617
C -4.94 -4.23 0.71 -0.638
C -3.56 -4.19 0.88 -0.955
C -2.80 -3.27 0.16 -0.599
C -1.19 -2.28 -2.59 0.119
C -1.13 -3.67 -2.55 -0.189
C -0.23 -4.38 -3.35 -0.630
C 0.62 -3.70 -4.21 -0.551
C 0.56 -2.32 -4.28 -0.577
C -0.33 -1.62 -3.47 -0.454
H -4.07 3.48 1.74 0.464
H -3.73 2.04 0.76 0.029
H -4.65 3.35 0.06 0.377
H -2.64 4.84 0.26 0.332
H -1.15 2.35 1.20 -0.548
H -1.57 3.74 2.19 0.502
H -0.44 3.92 0.84 0.367
H -1.12 3.59 -1.36 0.204
H -2.47 4.91 -2.75 0.311
H -3.90 4.63 -1.74 0.314
H -4.59 2.12 -4.77 0.355
H -5.49 0.36 -6.19 0.341
H -5.06 -2.07 -5.62 0.416
H -3.73 -2.62 -3.65 0.389
H -5.26 -1.77 -1.61 0.387
H -6.62 -3.37 -0.31 0.413
H -5.53 -4.94 1.27 0.371
H -3.07 -4.83 1.60 0.412
H -1.73 -3.24 0.32 0.955
H -1.80 -4.22 -1.90 0.441
H -0.21 -5.46 -3.30 0.406
H 1.32 -4.25 -4.84 0.350
H 1.22 -1.77 -4.94 0.405
H -0.38 -0.54 -3.54 0.342
```

Values from the calculation:
- total energy (eV) = -272165.606
- LUMO (spin up / spin down) (eV) = 1.93 / 1.92
- net charge = -1
- 2S+1 = 2
- HOMO (spin up / spin down) (eV) = -1.831 / -5.125


The following is a DFT calculation (the ωB97M-V functional and the def2-TZVPD basis) of a 2-piece molecular cluster, C3H9NS overall.

```
14
Properties=species:S:1:pos:R:3:nbo_charge:R:1
C 1.60 -1.19 0.39 -0.830
C 3.16 0.99 0.33 -0.818
C -1.82 0.22 -0.94 -0.412
N -2.65 -0.39 0.09 -0.832
S 2.67 -0.33 -0.52 0.763
H 1.34 -0.90 1.39 0.217
H 1.23 -2.10 -0.02 0.226
H 3.83 1.67 -0.16 0.227
H 2.82 1.19 1.33 0.217
H -2.36 -1.35 0.25 0.348
H -2.18 1.23 -1.12 0.188
H -0.75 0.27 -0.69 0.170
H -1.94 -0.36 -1.85 0.188
H -2.54 0.11 0.97 0.348
```

Values from the calculation:
- total energy (eV) = -15579.453
- LUMO (eV) = 0.18
- HOMO (eV) = -7.722


Respective maximum force values: 3.40 0.88 2.04 eV/Å.